The following is a quantum chemistry calculation of a 15-piece molecular cluster, C42H88O28S7 overall in a non-equilibrium geometry, from the OMol25 dataset.

Element x y z (Å)
C  1.443  -5.088  2.048
O  0.698  -5.384  0.931
H  1.961  -6.012  2.305
H  2.113  -4.259  1.821
H  0.843  -4.803  2.912
H  0.082  -4.668  0.760
C  -2.480  5.599  1.930
O  -1.986  4.261  1.692
H  -2.131  5.928  2.909
H  -2.052  6.270  1.186
H  -3.567  5.527  1.876
H  -2.506  3.680  2.253
C  -1.052  0.079  -0.185
O  0.045  -0.718  -0.076
H  -0.676  0.896  -0.801
H  -1.809  -0.569  -0.627
H  -1.209  0.350  0.859
H  0.761  -0.153  -0.377
C  -2.335  -3.866  -0.460
O  -0.988  -3.508  -0.180
H  -3.090  -3.678  0.303
H  -2.711  -3.503  -1.417
H  -2.297  -4.935  -0.667
H  -0.878  -2.570  -0.004
C  2.191  1.729  -1.844
O  2.142  0.532  -1.042
H  1.193  2.060  -2.131
H  2.620  2.540  -1.255
H  2.796  1.638  -2.745
H  3.015  0.504  -0.644
C  -0.824  2.405  4.634
C  -1.212  1.049  4.041
O  -2.163  0.551  5.000
C  -1.966  1.182  6.102
O  -2.398  0.762  7.173
O  -1.069  2.133  5.960
H  -1.445  3.276  4.427
H  0.221  2.684  4.503
H  -0.409  0.312  4.000
H  -1.678  1.128  3.059
C  -3.903  -3.295  4.645
C  -2.609  -3.186  5.354
O  -1.715  -2.943  4.323
C  -2.346  -2.274  3.419
O  -1.825  -1.728  2.485
O  -3.695  -2.380  3.586
H  -4.796  -3.033  5.212
H  -4.168  -4.272  4.240
H  -2.205  -4.111  5.767
H  -2.589  -2.491  6.193
C  -2.271  4.990  -2.017
C  -1.072  4.061  -1.674
O  -1.642  2.827  -2.013
C  -2.828  2.870  -2.555
O  -3.522  1.903  -2.881
O  -3.109  4.204  -2.791
H  -1.907  5.899  -2.497
H  -2.648  5.290  -1.040
H  -0.816  3.987  -0.617
H  -0.257  4.225  -2.379
C  2.259  -2.968  -1.551
C  2.460  -2.772  -3.039
C  3.941  -3.011  -3.326
S  4.584  -4.227  -2.032
O  5.627  -3.656  -1.214
O  4.830  -5.522  -2.651
C  2.930  -4.246  -1.105
H  1.233  -3.183  -1.253
H  2.655  -2.071  -1.074
H  2.102  -1.819  -3.427
H  1.871  -3.493  -3.606
H  4.488  -2.081  -3.167
H  4.164  -3.457  -4.295
H  3.106  -4.294  -0.031
H  2.502  -5.199  -1.416
C  -6.652  -4.252  -3.494
C  -6.352  -3.092  -4.397
C  -6.760  -1.817  -3.606
S  -6.222  -2.150  -1.842
O  -7.317  -1.949  -0.863
O  -4.884  -1.570  -1.589
C  -6.018  -4.034  -2.057
H  -6.249  -5.140  -3.980
H  -7.730  -4.410  -3.447
H  -6.905  -3.247  -5.323
H  -5.288  -2.914  -4.553
H  -7.838  -1.665  -3.567
H  -6.400  -0.851  -3.959
H  -6.637  -4.498  -1.290
H  -4.942  -4.209  -2.048
C  8.593  0.892  -2.508
C  8.407  2.158  -1.647
C  6.945  2.288  -1.246
S  6.086  0.654  -1.581
O  5.253  0.669  -2.777
O  5.520  0.145  -0.366
C  7.739  -0.201  -1.899
H  9.651  0.629  -2.507
H  8.340  1.008  -3.562
H  8.778  2.985  -2.253
H  9.065  2.057  -0.783
H  6.347  3.059  -1.732
H  6.929  2.427  -0.164
H  7.640  -1.153  -2.419
H  8.051  -0.434  -0.881
C  -5.006  1.142  0.504
C  -5.198  -0.044  1.497
C  -5.139  0.496  2.934
S  -5.332  2.383  2.809
O  -4.006  3.003  3.053
O  -6.606  2.729  3.519
C  -5.630  2.364  1.052
H  -5.173  0.924  -0.551
H  -3.937  1.353  0.478
H  -4.441  -0.794  1.268
H  -6.136  -0.529  1.227
H  -4.107  0.439  3.280
H  -5.847  0.053  3.634
H  -5.320  3.328  0.648
H  -6.710  2.329  0.906
C  5.346  -1.426  2.901
C  4.364  -1.937  1.846
C  2.918  -1.344  2.161
S  3.261  0.416  2.760
O  2.528  0.707  4.000
O  3.246  1.295  1.626
C  5.035  0.071  3.164
H  6.331  -1.424  2.436
H  5.290  -2.020  3.813
H  4.299  -3.019  1.728
H  4.745  -1.624  0.874
H  2.662  -1.785  3.124
H  2.022  -1.423  1.545
H  5.025  0.326  4.223
H  5.710  0.765  2.663
C  3.192  4.238  3.460
C  2.276  5.274  2.677
C  2.636  5.100  1.175
S  4.437  5.037  1.169
O  5.013  6.333  1.399
O  4.840  4.152  0.113
C  4.501  3.974  2.741
H  2.686  3.305  3.711
H  3.444  4.764  4.381
H  2.557  6.305  2.892
H  1.232  5.060  2.904
H  2.318  5.863  0.464
H  2.290  4.108  0.883
H  5.358  4.202  3.376
H  4.879  3.048  2.308
C  -0.777  -0.079  -4.918
C  -1.121  -1.534  -4.458
C  -2.666  -1.551  -4.165
S  -3.310  -0.757  -5.749
O  -4.378  0.214  -5.473
O  -3.386  -1.797  -6.784
C  -1.759  0.223  -6.086
H  0.256  -0.060  -5.264
H  -0.932  0.636  -4.109
H  -0.629  -1.773  -3.515
H  -0.862  -2.280  -5.210
H  -2.802  -0.708  -3.487
H  -3.285  -2.362  -3.781
H  -2.024  1.266  -6.261
H  -1.351  -0.248  -6.980

The value obtained for the total energy is -6546.9261 Ha. As for the multiplicity: 1. The gap between HOMO and LUMO is 9.80 eV. The molecular weight comes out at 1265.6 g mol⁻¹. As for the LUMO energy: 0.130 eV.